ORCA calculation (the ωB97M-V functional and the def2-TZVPD basis) on a structure of composition C30H28BN7O3Tl.

Element x y z (Å)
H 1.32160 -5.11390 1.17730
H -5.20300 -1.82160 -1.65890
N -1.33340 -2.39960 0.81060
H 1.70560 0.91070 -1.58360
N 1.42540 -1.25880 -0.03830
C 2.18770 -4.49990 1.41050
H -0.53680 5.06350 5.00450
H -6.29860 -0.26740 -3.20830
C 2.65450 0.60180 -2.00750
H 3.08370 -5.04680 1.13330
H 4.90430 -1.92390 -1.95420
C 0.64920 4.29690 1.93790
C 3.05440 -2.75040 -0.25100
C -4.63200 -1.02520 -2.10980
C 5.07890 -0.14910 -3.11100
C -2.30420 -4.61010 1.46800
C -2.55240 0.15180 -2.40130
O -1.89000 1.80130 0.27850
C -3.17880 1.04820 -3.24730
H -0.96630 -3.03560 4.61830
H 0.97560 4.77170 1.02640
C 0.04640 -1.25830 4.02240
H 1.05820 2.32210 1.22500
N -0.05860 -1.22840 2.68170
H 3.94730 -3.25310 -0.55560
C 0.22120 0.04220 4.46650
C -0.18610 4.46160 4.18190
H 0.78240 -3.15210 4.68720
H -3.93070 -3.56450 -0.74530
B -0.08330 -2.41460 1.70190
C 4.44270 -0.98530 -2.21390
C 0.25760 2.30060 3.22800
H 2.20130 -4.32140 2.48260
H -1.47780 0.22030 -2.23570
N -1.59040 -1.40400 -0.07570
H -0.04800 -3.41130 2.31650
C 0.20130 0.85240 3.33160
Tl -0.20060 0.19850 0.15410
C 0.67310 2.92040 2.04960
C 3.21790 -0.62100 -1.64470
N 0.03450 0.05770 2.26130
N 1.15940 -2.30720 0.79000
H -3.20560 -5.16060 1.21470
O -1.78600 3.57230 -0.91510
H -1.44290 -5.24850 1.28440
H 4.99980 1.71360 -4.17010
C 2.58120 -1.50820 -0.68510
C 4.50570 1.06330 -3.46350
C -3.10700 -2.99710 -0.36300
H 0.19210 6.14180 2.91330
H -5.01840 1.60310 -4.18820
O -0.23850 2.11630 -1.02840
C -3.27880 -0.87400 -1.79490
H -0.08010 -2.20680 5.89880
N -1.33960 2.54090 -0.55540
C -2.24480 -3.37610 0.65070
H 0.36750 0.35790 5.47790
C 3.29160 1.43660 -2.90670
C -2.67250 -1.74390 -0.80120
H -0.47890 2.61880 5.22030
H -2.32280 -4.36690 2.52770
C -4.53070 0.90340 -3.52830
H 2.83850 2.38100 -3.16770
C -5.25030 -0.14430 -2.97490
H -2.61750 1.86040 -3.68600
C -0.05900 -2.48350 4.84940
H 6.02760 -0.44310 -3.53520
C 0.21640 5.06810 3.00390
C -0.15840 3.08670 4.30260
C 2.13740 -3.22000 0.66830

Cartesian forces, eV/Å:
-0.064 -0.114 0.030
-0.064 -0.059 0.092
-0.384 -0.583 0.057
0.121 0.094 -0.136
0.462 0.031 -0.350
-0.113 -0.071 0.124
-0.001 0.076 0.120
-0.018 0.009 -0.003
-0.022 -0.223 0.152
0.036 -0.013 0.004
0.048 -0.095 0.038
0.048 0.036 -0.071
-0.309 0.255 0.038
0.295 0.000 0.138
0.000 0.053 -0.044
0.128 -0.068 0.097
0.036 -0.246 0.115
-0.626 -0.685 0.920
0.002 0.031 -0.022
-0.092 -0.042 0.009
0.044 0.039 -0.124
-0.017 0.418 0.033
0.050 0.193 0.130
-0.002 -0.201 0.608
0.181 -0.099 -0.073
-0.027 -0.016 -0.311
0.016 0.100 0.021
0.110 -0.073 -0.005
-0.154 -0.093 -0.039
0.089 0.452 -0.232
-0.234 0.069 0.119
0.017 0.441 -0.125
0.013 -0.077 0.116
-0.187 0.083 -0.143
-0.721 -0.462 -0.351
0.019 -0.339 0.142
-0.132 -0.624 -0.058
0.019 1.267 -0.894
0.056 -0.231 0.093
0.209 0.495 -0.410
0.111 0.216 0.850
0.412 -0.597 0.041
-0.006 -0.044 0.032
-0.417 1.070 -0.368
0.054 -0.088 0.005
0.034 0.041 -0.021
-0.261 -0.545 0.530
-0.058 0.004 0.027
0.265 0.260 0.037
-0.006 0.136 -0.004
-0.050 0.079 -0.069
1.806 -1.136 -0.483
-0.184 0.417 -0.357
0.003 -0.003 0.052
-0.798 0.590 0.094
-0.223 0.250 -0.248
-0.021 0.055 0.238
-0.020 0.069 -0.026
0.259 -0.376 0.497
-0.086 -0.061 0.073
-0.035 -0.059 0.090
0.061 0.014 -0.001
-0.032 0.069 -0.045
-0.004 0.069 -0.085
0.048 0.010 -0.069
0.034 -0.204 -0.039
0.041 -0.025 -0.033
-0.047 0.013 -0.019
0.058 -0.183 -0.213
0.233 0.227 -0.289

Calculated values
* total charge: +1
* max |F|: 0.043 Eh/bohr
* HOMO level: -11.3 eV
* calculated total energy: -1966.11006 Eh
* LUMO: -3.458 eV

Mulliken atomic charge list, values in e, 4 entries: 0.241 0.333 0.987 0.649